12 unconnected molecules or ions with the total composition C30H84O18 at a distorted geometry. Source: the OMol25 dataset; level of theory: wB97M-V/def2-TZVPD.

```
132
C30H84O18 wB97M-V/def2-TZVPD
C -0.68591 4.29996 2.76218
C -2.08056 4.78861 2.64417
O -2.65224 4.52568 1.33385
O -0.61938 2.89658 2.74886
H -0.24874 4.51702 3.74044
H -0.07708 4.72123 1.97481
H -2.15410 5.87607 2.77900
H -2.74072 4.24134 3.30489
H -2.98915 3.65623 1.30260
H -0.67511 2.52384 1.84004
C 3.33270 2.12259 4.53406
C 4.19182 2.17478 3.30521
O 5.56954 2.12446 3.70354
O 3.57047 3.33544 5.28555
H 3.55241 1.21052 5.12000
H 2.26946 2.14298 4.22112
H 4.03015 3.09899 2.75767
H 3.96161 1.22188 2.77612
H 5.73958 2.70063 4.46481
H 2.99879 3.36264 6.07829
C -0.22994 -4.39393 2.18761
C -1.70844 -4.51822 2.37736
O -1.98608 -5.68641 3.13758
O 0.06639 -3.34179 1.30342
H 0.21788 -5.32380 1.82862
H 0.24760 -4.23938 3.13708
H -2.27371 -4.53420 1.40681
H -2.07036 -3.65966 2.94137
H -2.76653 -6.12565 2.79787
H 0.91914 -2.96488 1.48646
C 4.78981 1.33459 -0.53367
C 5.88139 0.56047 0.10043
O 6.57042 -0.20016 -0.89239
O 3.86072 0.38697 -1.15013
H 5.14279 1.96429 -1.36478
H 4.16255 1.90671 0.20039
H 5.46029 -0.00655 0.94810
H 6.52966 1.29742 0.59035
H 5.88655 -0.77564 -1.30814
H 4.23629 0.09513 -1.96953
C -5.56646 2.11148 2.49940
C -4.39870 1.23136 2.09396
O -3.83338 1.86592 0.90607
O -6.61057 2.14736 1.45407
H -5.31889 3.18310 2.69311
H -6.02533 1.73998 3.43466
H -4.60095 0.20257 1.80442
H -3.62423 1.18663 2.87265
H -3.83031 1.21564 0.18480
H -6.17840 2.37178 0.62572
C 4.10528 -2.86792 -1.52701
C 4.98737 -3.55490 -0.50567
O 5.49018 -4.72619 -1.08511
O 4.91317 -2.29344 -2.53630
H 3.58943 -2.03907 -1.05238
H 3.40516 -3.57145 -2.01703
H 4.43291 -3.77866 0.45416
H 5.86044 -2.90229 -0.30948
H 6.10354 -5.06978 -0.38709
H 4.93950 -2.83249 -3.33536
C -0.35028 -3.61116 -3.00215
C -0.10956 -4.06135 -4.45045
C -0.17997 -5.54400 -4.77292
O -1.14035 -3.28040 -5.16758
H -0.38336 -2.51297 -3.05859
H 0.47695 -3.88935 -2.36792
H -1.25659 -4.05243 -2.58466
H 0.82656 -3.60095 -4.81764
H -0.14189 -5.69927 -5.83193
H -1.12677 -5.85121 -4.32978
H 0.69562 -6.04439 -4.35503
H -1.14505 -3.44147 -6.13195
C -0.75417 1.48689 -5.25557
C -0.56624 -0.04229 -5.22665
C 0.85833 -0.42221 -4.79761
O -1.56883 -0.60550 -4.39614
H 0.10325 2.01600 -5.65345
H -0.96115 1.66211 -4.20492
H -1.63606 1.78660 -5.79447
H -0.73795 -0.53475 -6.20285
H 1.51007 0.07376 -5.48113
H 0.93964 -1.49174 -4.93530
H 1.13724 -0.18425 -3.74422
H -1.47263 -1.57180 -4.55913
C -1.01706 -0.64103 5.81698
C -1.05015 -0.01960 4.43501
C -1.46525 -0.93877 3.25166
O -1.97840 1.08750 4.45114
H -0.33486 -1.49669 5.81546
H -2.01952 -1.02153 6.08288
H -0.65847 0.14306 6.48426
H -0.08983 0.48860 4.26515
H -2.32654 -1.54202 3.57638
H -0.66495 -1.59489 2.98725
H -1.76260 -0.27528 2.40855
H -1.63769 1.71230 3.79016
C -2.92444 -2.01428 -0.05536
C -3.13038 -1.22077 -1.34797
C -4.55063 -1.28821 -1.82702
O -2.71584 0.13051 -1.12124
H -3.13942 -3.06278 -0.18413
H -3.56595 -1.60474 0.69355
H -1.87174 -1.90508 0.21867
H -2.46000 -1.60163 -2.14674
H -4.57329 -0.57459 -2.62729
H -5.27550 -1.07527 -1.02260
H -4.88475 -2.29730 -2.13455
H -2.46420 0.47085 -1.98073
C 0.32106 4.10892 -1.63073
C -0.84179 5.10805 -1.85761
C -2.12248 4.29958 -2.14530
O -1.00912 5.94050 -0.69010
H 0.15552 3.61123 -0.66521
H 1.19713 4.69796 -1.52794
H 0.39672 3.39490 -2.42366
H -0.59760 5.77103 -2.67668
H -1.94187 3.78434 -3.06241
H -2.98442 4.99778 -2.27727
H -2.26194 3.53896 -1.33862
H -1.56534 5.38751 -0.12951
C 0.71094 -0.03648 -1.11522
C 0.46145 0.25012 0.36309
C 1.74414 0.55186 1.10057
O -0.46977 1.35736 0.55737
H -0.22623 -0.24564 -1.62826
H 1.43454 -0.87876 -1.21983
H 1.16298 0.84066 -1.59635
H -0.01469 -0.61495 0.86064
H 2.26650 1.45319 0.82074
H 2.45049 -0.27851 0.90376
H 1.54253 0.54947 2.18185
H -1.33385 1.03228 0.31963
```

## Properties
SMILES string	CC(C)O.CC(C)O.CC(C)O.CC(C)O.CC(C)O.CC(C)O.OCCO.OCCO.OCCO.OCCO.OCCO.OCCO
E_HOMO	-9.397	eV
E_LUMO	0.1	eV
charge	0
largest force on an atom	2.51	eV/Å
spin multiplicity	1
relative energy (zero: lowest compared OMol25 entry of this formula, charge and spin)	42.0	kcal/mol

A molecular structure, C2H3O3S at a distorted geometry. Source: the OMol25 dataset; level of theory: wB97M-V/def2-TZVPD.

```
9
C2H3O3S wB97M-V/def2-TZVPD
C -0.22195 -0.64318 2.48407
C 0.03561 0.24657 0.18839
O -0.15015 -0.72266 -2.74475
O 0.34446 1.64321 -2.29677
O -0.04852 -0.79094 1.17025
S -0.57689 0.52127 -2.08725
H -0.21059 -1.71356 2.84539
H -0.23784 1.21971 0.60227
H 1.06586 0.23958 -0.16162
```

## Properties
E_HOMO (spin up / spin down)	-3.412 / -3.412	eV
E_LUMO (spin up / spin down)	3.9 / 3.9	eV
charge	-1
largest force on an atom	2.31	eV/Å
spin multiplicity	1
relative energy (zero: lowest compared OMol25 entry of this formula, charge and spin)	118.8	kcal/mol

A molecular structure, C43H32BiF4N11O3Si. Source: the OMol25 dataset; level of theory: wB97M-V/def2-TZVPD.

```
95
C43H32BiF4N11O3Si wB97M-V/def2-TZVPD
Bi 0.60588 -0.91026 -0.97410
O -0.09670 -2.92271 -1.23699
C -0.13052 -3.80484 -0.25476
C -1.26028 -4.62917 -0.12901
C -1.33512 -5.58381 0.85869
C -0.27695 -5.78023 1.75157
C 0.84501 -4.99648 1.62698
C 0.93313 -3.99038 0.65135
C 2.16308 -3.24010 0.58004
N 2.33753 -2.11907 -0.02698
N 3.64062 -1.64349 -0.03126
C 3.74775 -0.51454 -0.68203
O 2.78587 0.13104 -1.23041
C 5.12408 0.06273 -0.74799
C 6.12226 -0.35389 0.12763
C 7.38832 0.20330 0.05558
C 7.67241 1.17288 -0.89670
C 6.68167 1.58846 -1.77383
C 5.41121 1.03977 -1.69324
H -2.07361 -4.47229 -0.82418
H -2.22723 -6.19020 0.94226
H -0.33576 -6.53932 2.51792
H 1.68498 -5.13818 2.29749
H 3.04057 -3.65323 1.07656
H 5.89174 -1.11559 0.85858
H 8.15771 -0.12009 0.74414
H 8.66273 1.60520 -0.95176
H 6.90036 2.34129 -2.52001
H 4.62783 1.35954 -2.36223
C 1.98718 0.53082 1.95114
Si 0.44056 -0.38970 2.47649
C -0.58849 0.80058 3.53103
C 0.95584 -1.84311 3.55730
N -0.42844 -0.87430 1.04937
C -1.75430 -1.29065 1.12549
C -2.32863 -1.80565 2.29344
C -3.64455 -2.24054 2.34557
C -4.43431 -2.20303 1.20760
C -3.89372 -1.71053 0.02661
C -2.59513 -1.24594 0.00274
O -2.00201 -0.74259 -1.14756
C -2.74462 -0.55515 -2.30205
C -3.73589 0.41029 -2.38187
C -4.39186 0.60011 -3.58836
C -4.05613 -0.16041 -4.70079
C -3.06235 -1.12279 -4.60157
C -2.40623 -1.33179 -3.39717
H 2.30529 1.17002 2.77811
H 1.84922 1.17549 1.07906
H 2.81663 -0.14039 1.72688
H -0.51073 0.55360 4.59073
H -1.64639 0.75907 3.26866
H -0.23207 1.82576 3.41720
H 1.99606 -1.75057 3.87552
H 0.85055 -2.77865 3.00795
H 0.34692 -1.91933 4.45947
H -1.70808 -1.90556 3.17379
H -4.04085 -2.62866 3.27347
H -5.45845 -2.54564 1.22817
H -4.48958 -1.68655 -0.87551
H -3.99460 0.99567 -1.51194
H -5.17010 1.34810 -3.65683
H -4.56949 -0.00395 -5.63931
H -2.79510 -1.72034 -5.46310
H -1.63070 -2.07816 -3.28865
F -1.20466 2.06309 -0.25386
C -1.63260 2.79500 0.77161
C -2.83237 2.54204 1.31573
F -3.60039 1.58886 0.79167
C -3.32358 3.22461 2.50418
C -2.38780 4.18533 3.07078
C -1.18179 4.42730 2.53382
F -0.38570 5.32592 3.10688
C -0.70903 3.76938 1.32644
C 0.50786 4.03238 0.76988
C 0.93209 3.47546 -0.48748
N 1.27731 3.11396 -1.52169
C 1.48557 4.90854 1.34984
N 2.32805 5.56453 1.77129
F -2.75053 4.84951 4.16274
C -4.54743 2.97266 3.04287
C -5.04758 3.61873 4.22509
N -5.52386 4.08946 5.15723
C -5.49651 2.04798 2.48614
N -6.31099 1.32777 2.11717
N 2.68781 1.62819 -4.12736
C 1.80158 1.65339 -5.14322
N 1.86205 2.68271 -6.01211
N 0.88285 0.73894 -5.34600
C 0.81725 -0.22904 -4.47291
N 0.76950 -1.08004 -3.68817
H 3.21382 2.45627 -3.90857
H 2.51923 1.00349 -3.34393
H 2.62935 3.32769 -6.00302
H 1.29649 2.61403 -6.83941
```

## Properties
E_HOMO	-7.542	eV
E_LUMO	-3.5	eV
charge	0
largest force on an atom	0.53	eV/Å
spin multiplicity	1

A single C10H15F3N2O molecule at a distorted geometry. Source: the OMol25 dataset; level of theory: wB97M-V/def2-TZVPD.

```
31
C10H15F3N2O wB97M-V/def2-TZVPD
C -0.59259 -3.72883 0.54088
N -1.46919 -2.59971 0.16646
C -0.63733 -1.40279 0.11361
C -1.36566 -0.15483 -0.38138
C -2.68508 0.28658 0.34235
N -2.66737 1.75459 0.47556
C -1.57289 2.16408 -0.40369
O -1.52876 3.03444 -1.17077
C -0.48299 1.09048 -0.09800
C 0.78826 1.27933 -0.93113
C 1.99391 0.39523 -0.44900
C 3.30619 1.10586 -0.46870
F 4.30811 0.62028 -1.22102
C 3.59430 2.20174 0.24035
F 4.62079 2.22155 1.04459
F 2.96586 3.32944 0.18920
H 0.05831 -3.41146 1.37850
H 0.07915 -3.94236 -0.29348
H -1.15968 -4.59392 0.88285
H -2.17210 -2.51464 0.89431
H -0.15931 -1.18707 1.08825
H 0.16881 -1.60843 -0.59923
H -1.65266 -0.24498 -1.43449
H -3.56781 -0.03142 -0.21952
H -2.88477 -0.13477 1.33784
H -2.33189 2.07357 1.38036
H -0.36900 1.15823 0.99111
H 0.53378 0.95526 -1.94245
H 1.06192 2.33200 -0.87906
H 1.75133 0.01679 0.54624
H 2.06838 -0.46424 -1.12056
```

## Properties
SMILES string	CNC[C@H]1CNC(=O)[C@@H]1CCC(F)=C(F)F
E_HOMO	-8.479	eV
E_LUMO	0.5	eV
charge	0
largest force on an atom	3.98	eV/Å
spin multiplicity	1

What did the second record say?
A molecular structure, C2H3O3S at a distorted geometry. Source: the OMol25 dataset; level of theory: wB97M-V/def2-TZVPD.

```
9
C2H3O3S wB97M-V/def2-TZVPD
C -0.22195 -0.64318 2.48407
C 0.03561 0.24657 0.18839
O -0.15015 -0.72266 -2.74475
O 0.34446 1.64321 -2.29677
O -0.04852 -0.79094 1.17025
S -0.57689 0.52127 -2.08725
H -0.21059 -1.71356 2.84539
H -0.23784 1.21971 0.60227
H 1.06586 0.23958 -0.16162
```

## Properties
E_HOMO (spin up / spin down)	-3.412 / -3.412	eV
E_LUMO (spin up / spin down)	3.9 / 3.9	eV
charge	-1
largest force on an atom	2.31	eV/Å
spin multiplicity	1
relative energy (zero: lowest compared OMol25 entry of this formula, charge and spin)	118.8	kcal/mol

> Among the records above, which one has the lowest charge?

C2H3O3S

> Among the records above, which one has the lowest largest force on an atom?

C43H32BiF4N11O3Si